No. 1
Computed, not measured: C14H15N3O2RhS as an isolated structure at a distorted geometry, with ωB97M-V with the def2-TZVPD basis set.

Calculated values
* E_tot: -37157.3520 eV
* energy above the lowest of the compared OMol25 structures with the same formula, charge and spin: 46.6 kcal per mole
* net charge: +1
* HOMO energy (spin up / spin down): -11.3 / -12.1 eV
* LUMO (spin up / spin down): -3.59 / -5.73 eV
* orbital gap (spin up / spin down): 7.72 / 6.35 eV
* spin multiplicity: 5

Element x y z (Å)
Rh  1.79  -1.61  -1.49
C  -2.21  0.63  -1.35
C  -1.02  -0.22  -0.91
N  -0.21  -0.80  -1.77
O  -0.42  -0.33  -3.08
C  0.63  -1.11  0.81
C  0.88  -2.40  1.50
N  -1.26  -5.13  0.61
O  -2.23  -4.64  0.88
H  -3.02  -0.04  -1.43
H  -1.87  1.13  -2.31
H  -2.54  1.42  -0.63
H  0.22  -0.81  -3.64
H  0.97  -2.17  2.54
H  1.82  -2.84  1.28
H  0.11  -3.11  1.25
C  -1.88  -1.68  0.81
C  -0.81  -0.64  0.55
C  -0.94  0.46  1.61
C  -0.18  1.52  1.69
C  0.91  1.95  0.85
C  1.11  3.28  0.63
C  1.93  3.69  -0.42
C  2.56  2.74  -1.23
C  2.32  1.35  -1.03
S  2.97  0.23  -2.16
C  1.55  0.97  0.08
N  1.65  -0.37  0.53
H  -2.81  -1.29  0.39
H  -1.92  -1.94  1.88
H  -1.67  -2.55  0.18
H  -1.88  0.41  2.16
H  -0.40  2.34  2.47
H  0.55  3.97  1.18
H  2.15  4.72  -0.36
H  3.16  2.90  -2.09


No. 2
Computed, not measured: one molecule with the formula C14H15N3O2S2 at a distorted geometry, with ωB97M-V with the def2-TZVPD basis set.

Calculated values
* E_tot: -44994.4441 eV
* energy above the lowest of the compared OMol25 structures with the same formula, charge and spin: 60.5 kcal per mole
* SMILES: Cc1ccc(NNC2=CS(=O)(=O)N(C)c3ccsc32)cc1
* HOMO energy: -8.0 eV
* LUMO: -0.23 eV
* orbital gap: 7.79 eV

Element x y z (Å)
C  -5.72  1.12  0.47
C  -4.30  0.61  0.42
C  -3.98  -0.71  0.69
C  -2.67  -1.14  0.56
C  -1.62  -0.28  0.23
N  -0.32  -0.74  0.00
N  0.82  0.06  -0.43
C  2.05  0.04  0.22
C  2.12  -0.51  1.47
S  3.70  -0.57  2.28
O  3.55  -0.46  3.71
O  4.41  -1.77  1.84
N  4.49  0.84  1.63
C  4.12  2.07  2.32
C  4.39  0.85  0.25
C  5.42  1.38  -0.62
C  5.03  1.43  -1.92
S  3.35  0.94  -2.17
C  3.22  0.59  -0.43
C  -1.93  1.07  0.11
C  -3.24  1.50  0.15
H  -6.43  0.32  0.57
H  -5.99  1.64  -0.48
H  -5.81  1.79  1.34
H  -4.76  -1.43  0.87
H  -2.39  -2.21  0.57
H  -0.17  -1.66  0.34
H  0.91  0.25  -1.42
H  1.29  -1.01  1.94
H  3.04  2.20  2.34
H  4.50  2.10  3.35
H  4.58  2.91  1.80
H  6.41  1.67  -0.26
H  5.69  1.82  -2.67
H  -1.16  1.79  -0.08
H  -3.53  2.55  0.05


What did the second record say?
Computed, not measured: one molecule with the formula C14H15N3O2S2 at a distorted geometry, with ωB97M-V with the def2-TZVPD basis set.

Calculated values
* E_tot: -44994.4441 eV
* energy above the lowest of the compared OMol25 structures with the same formula, charge and spin: 60.5 kcal per mole
* SMILES: Cc1ccc(NNC2=CS(=O)(=O)N(C)c3ccsc32)cc1
* HOMO energy: -8.0 eV
* LUMO: -0.23 eV
* orbital gap: 7.79 eV

Element x y z (Å)
C  -5.72  1.12  0.47
C  -4.30  0.61  0.42
C  -3.98  -0.71  0.69
C  -2.67  -1.14  0.56
C  -1.62  -0.28  0.23
N  -0.32  -0.74  0.00
N  0.82  0.06  -0.43
C  2.05  0.04  0.22
C  2.12  -0.51  1.47
S  3.70  -0.57  2.28
O  3.55  -0.46  3.71
O  4.41  -1.77  1.84
N  4.49  0.84  1.63
C  4.12  2.07  2.32
C  4.39  0.85  0.25
C  5.42  1.38  -0.62
C  5.03  1.43  -1.92
S  3.35  0.94  -2.17
C  3.22  0.59  -0.43
C  -1.93  1.07  0.11
C  -3.24  1.50  0.15
H  -6.43  0.32  0.57
H  -5.99  1.64  -0.48
H  -5.81  1.79  1.34
H  -4.76  -1.43  0.87
H  -2.39  -2.21  0.57
H  -0.17  -1.66  0.34
H  0.91  0.25  -1.42
H  1.29  -1.01  1.94
H  3.04  2.20  2.34
H  4.50  2.10  3.35
H  4.58  2.91  1.80
H  6.41  1.67  -0.26
H  5.69  1.82  -2.67
H  -1.16  1.79  -0.08
H  -3.53  2.55  0.05


Copy entry 1 word for word.
Computed, not measured: C14H15N3O2RhS as an isolated structure at a distorted geometry, with ωB97M-V with the def2-TZVPD basis set.

Calculated values
* E_tot: -37157.3520 eV
* energy above the lowest of the compared OMol25 structures with the same formula, charge and spin: 46.6 kcal per mole
* net charge: +1
* HOMO energy (spin up / spin down): -11.3 / -12.1 eV
* LUMO (spin up / spin down): -3.59 / -5.73 eV
* orbital gap (spin up / spin down): 7.72 / 6.35 eV
* spin multiplicity: 5

Element x y z (Å)
Rh  1.79  -1.61  -1.49
C  -2.21  0.63  -1.35
C  -1.02  -0.22  -0.91
N  -0.21  -0.80  -1.77
O  -0.42  -0.33  -3.08
C  0.63  -1.11  0.81
C  0.88  -2.40  1.50
N  -1.26  -5.13  0.61
O  -2.23  -4.64  0.88
H  -3.02  -0.04  -1.43
H  -1.87  1.13  -2.31
H  -2.54  1.42  -0.63
H  0.22  -0.81  -3.64
H  0.97  -2.17  2.54
H  1.82  -2.84  1.28
H  0.11  -3.11  1.25
C  -1.88  -1.68  0.81
C  -0.81  -0.64  0.55
C  -0.94  0.46  1.61
C  -0.18  1.52  1.69
C  0.91  1.95  0.85
C  1.11  3.28  0.63
C  1.93  3.69  -0.42
C  2.56  2.74  -1.23
C  2.32  1.35  -1.03
S  2.97  0.23  -2.16
C  1.55  0.97  0.08
N  1.65  -0.37  0.53
H  -2.81  -1.29  0.39
H  -1.92  -1.94  1.88
H  -1.67  -2.55  0.18
H  -1.88  0.41  2.16
H  -0.40  2.34  2.47
H  0.55  3.97  1.18
H  2.15  4.72  -0.36
H  3.16  2.90  -2.09


Question: Which value of E_tot does entry 2 give?
Answer: -44994.4441 eV


Question: E_tot of number 1 (C14H15N3O2RhS)?
Answer: -37157.3520 eV